74
Properties=species:S:1:pos:R:3:lowdin_charge:R:1 method="wB97M-V/def2-TZVPD" de_lowest_kj_mol=0.0 energy_ha=-4066.95356 molar_mass_g_mol=664.75 gap_ev=4.99 charge=+2 e_homo_ev=-15.4
H 0.670 3.073 3.471 0.009
H 0.806 -3.486 -1.377 0.111
C -1.824 0.393 -2.706 -0.258
S -0.088 2.034 -3.622 0.804
H -0.863 3.531 4.407 0.118
H -3.226 -2.849 0.285 0.134
C 4.800 -3.445 -3.516 -0.036
H 2.644 -3.950 -3.448 0.118
S 1.467 1.107 2.892 0.808
H -0.610 0.710 4.030 0.115
C -1.166 -0.937 -2.262 -0.080
O 0.882 -1.450 -3.436 -0.257
H -2.336 -0.538 0.253 0.078
C 3.267 -3.061 -3.541 -0.208
H -2.162 4.519 -0.224 0.090
H 2.940 -2.874 3.408 0.092
O -0.016 2.313 -0.297 -0.321
C 1.828 -1.457 2.245 -0.278
O -2.565 -3.116 2.198 -0.200
H -2.238 2.945 -4.259 0.100
O -1.943 0.873 0.226 -0.314
H -2.998 3.390 -1.339 0.067
C -2.594 3.525 -0.335 -0.009
O -3.697 -2.077 4.283 -0.224
H 0.387 4.700 3.936 0.111
C -1.485 3.276 -3.543 -0.032
H -0.883 -1.079 1.176 0.072
O 1.867 1.466 1.525 -0.274
H -1.857 -1.528 -1.660 0.101
C -0.392 0.931 2.985 -0.033
H -1.573 -3.316 0.274 0.118
H -0.508 0.034 -0.011 -0.038
H -1.787 3.309 -2.497 0.001
O -1.104 -2.102 3.977 -0.252
S -2.469 -1.991 3.393 0.833
O 1.826 -0.465 3.283 -0.208
H 1.391 -2.483 -0.107 0.070
O -1.180 2.675 1.908 -0.277
C 0.759 -2.466 -0.994 -0.064
H -0.227 -2.097 -0.711 0.022
H 4.849 -4.380 -4.074 0.084
H -0.513 0.050 2.355 0.034
O -1.160 0.802 -3.818 -0.209
O 3.083 -2.212 -2.354 -0.260
H 0.039 4.316 1.530 0.132
C 1.978 -2.804 2.902 -0.050
H -1.112 4.258 -3.834 0.090
H -1.565 4.717 2.412 0.138
H 5.445 -2.693 -3.970 0.081
O -2.514 -0.805 2.226 -0.222
H -3.356 3.426 0.439 0.092
O 2.038 -0.051 -1.654 -0.256
H -0.692 1.919 2.636 -0.141
S -1.368 2.201 0.294 0.911
C -2.299 -2.738 0.847 -0.108
Al 1.887 1.468 -0.558 0.888
H 1.923 -3.658 2.227 0.088
H 0.934 -1.498 1.622 0.072
H 3.067 -2.472 -4.436 0.115
O 0.515 1.986 -2.260 -0.326
C -0.754 4.015 2.214 -0.166
O 0.640 2.197 -4.853 -0.199
C -0.134 3.790 3.639 -0.023
S 1.577 -1.338 -2.184 0.848
C -1.952 -1.215 1.017 -0.249
H -1.897 1.058 -1.846 0.077
H 1.286 -3.102 3.689 0.081
H -0.291 -0.816 -1.624 -0.018
O 0.460 -0.093 0.036 -0.338
O 1.921 1.886 4.034 -0.233
H -2.822 0.115 -3.043 0.155
H 2.774 -1.237 1.749 0.129
H 5.121 -3.630 -2.491 0.078
H -0.850 -1.501 -3.140 0.097


115
Properties=species:S:1:pos:R:3:lowdin_charge:R:1 method="wB97M-V/def2-TZVPD" energy_ha=-8749.74856 smiles="CB(O)c1c(CON=O)c(COC(C)=O)c(/C(Cl)=C(/C)Cl)c2c1C(=O)c1cc(CCCCN)c(OC#N)cc1C2=O.ClCCCl.ClCCCl.ClCCCl.ClCCCl.ClCCCl.ClCCCl" molar_mass_g_mol=1196.00 gap_ev=8.03 e_homo_ev=-8.7
C 0.395 0.270 2.347 0.087
C 6.418 -7.115 0.894 -0.651
H 3.203 10.384 -7.062 0.068
H 1.363 1.496 -8.002 0.070
C -4.344 2.595 0.590 -0.280
H -3.003 -3.705 7.546 0.083
C -2.379 -6.452 2.136 -0.105
Cl 1.423 8.143 -6.609 0.527
H -0.690 4.056 3.281 0.117
Cl 3.021 2.760 -2.661 0.559
Cl 6.258 3.395 -5.605 0.535
B -3.942 -3.083 5.662 -0.467
N -4.396 -7.664 5.247 -0.034
H 3.629 7.909 -7.364 0.005
C -1.078 -0.319 4.125 -0.061
H 7.388 -5.974 2.419 0.071
Cl 0.864 4.344 -8.178 0.566
C 6.374 -6.244 2.125 -0.649
C 3.037 9.861 -8.001 -0.662
H 1.867 -5.664 -0.067 0.054
H -4.741 7.696 0.173 0.070
H -4.490 -6.286 3.367 0.108
C 4.449 1.618 -0.626 -0.621
N -3.904 3.282 -0.643 -0.009
H -0.537 2.726 -9.132 0.072
H -4.703 3.321 -1.267 0.071
H -4.400 -4.681 7.107 0.060
H 6.797 -6.574 0.030 0.068
C 1.555 3.035 2.050 -0.462
H -4.674 -3.039 7.770 0.068
H 1.167 -0.007 1.627 0.149
O -1.254 -7.193 1.675 -0.015
H -3.191 4.348 2.352 0.079
Cl 1.712 10.685 -8.865 0.532
H 3.858 0.719 -0.787 0.069
Cl -1.299 6.364 0.077 0.568
H -4.732 1.597 0.304 0.104
H 4.991 5.252 -4.887 0.073
H -2.042 -8.582 -1.241 0.091
C 4.166 4.693 -6.802 -0.665
H 3.194 5.165 -6.666 0.034
H -3.488 5.506 -0.081 0.021
H 0.609 3.369 -10.310 0.069
C -3.713 7.577 0.513 -0.652
Cl 1.188 -6.078 3.529 0.744
C -2.450 3.603 2.029 -0.189
Cl 5.488 -4.726 1.848 0.585
H -2.893 -7.083 -1.001 0.095
H 1.053 0.966 -9.657 0.072
C 1.078 -5.351 1.937 -0.692
H -1.856 4.084 1.239 0.050
C -0.056 1.568 2.401 -0.192
C 1.389 1.802 -9.046 -0.654
C -3.168 2.336 1.539 -0.198
H 3.929 9.967 -8.616 0.073
C -4.253 -5.583 4.172 -0.122
Cl 3.087 2.117 -9.487 0.563
Cl 5.174 5.846 -7.720 0.570
H -2.308 1.261 4.915 0.142
C -0.997 -4.284 2.676 -0.156
C 4.598 2.416 -1.897 -0.648
C -1.530 3.357 3.288 -0.085
C -1.573 -1.430 5.035 -0.246
C 0.505 3.000 -9.292 -0.655
H -5.431 -1.868 5.881 0.107
C -0.854 -3.107 3.391 -0.020
H 7.069 -7.970 1.073 0.072
H -3.200 8.528 0.392 0.066
O -4.775 -2.090 5.211 0.161
N 2.353 3.627 2.668 0.123
H 5.100 3.365 -1.717 0.072
C -2.409 -7.910 -0.462 0.014
Cl -3.786 7.214 2.258 0.545
H -3.572 1.748 2.379 0.116
O -0.255 -6.965 -0.330 0.105
C -1.544 0.973 4.197 0.056
H -3.191 2.703 -1.075 0.077
C -1.797 -2.744 4.348 -0.031
O -3.940 -6.341 5.360 -0.107
C -1.038 1.908 3.312 -0.156
C -3.014 -4.752 3.856 -0.081
H 3.017 -4.995 1.103 0.026
C -2.873 -3.575 4.574 0.009
H 5.184 1.853 -2.623 0.068
O 1.444 -2.495 2.968 0.142
C -4.020 -3.650 7.134 0.017
Cl 3.674 2.561 0.679 0.693
H -2.467 1.655 1.030 0.116
C -0.119 -0.685 3.187 -0.063
H -5.185 3.126 1.051 0.113
H 5.432 1.321 -0.262 0.075
H -3.137 -8.415 0.183 0.085
H 2.482 7.896 -8.703 0.069
C 0.304 -2.138 3.143 -0.246
H -2.903 -7.109 2.839 0.116
H 5.902 -6.757 2.960 0.071
H -2.189 3.458 4.158 0.116
C -2.080 -5.145 2.884 -0.042
O 0.474 2.532 1.516 0.073
C 0.062 -4.552 1.640 -0.662
H 4.030 3.806 -7.415 0.016
H -3.105 -6.217 1.342 0.145
O -3.565 -8.420 5.555 0.094
O -1.716 -1.220 6.220 0.150
C -3.042 6.479 -0.277 -0.658
C 2.184 -5.706 0.975 -0.159
H -3.135 6.687 -1.342 0.074
C -1.225 -7.305 0.298 -0.478
H 4.057 3.755 -4.887 0.008
C 4.761 4.355 -5.460 -0.663
Cl 4.811 -7.756 0.476 0.591
Cl -0.077 -3.769 0.083 0.741
C 2.749 8.399 -7.776 -0.687
H -5.147 -4.954 4.290 0.135
H 2.555 -6.706 1.264 0.021


101
Properties=species:S:1:pos:R:3:lowdin_charge:R:1 method="wB97M-V/def2-TZVPD" de_lowest_kj_mol=194.4 energy_ha=-2781.22328 molar_mass_g_mol=826.93 gap_ev=6.01 charge=+2 e_homo_ev=-13.3
C -1.122 5.535 -2.027 -0.058
H 0.549 -0.900 6.201 0.129
C 1.120 -4.093 -3.630 -0.067
H 0.349 3.791 4.699 0.107
Ru -0.144 0.004 0.821 1.138
C -3.337 2.607 2.812 -0.045
H -3.034 3.635 0.961 0.114
N 0.937 0.779 3.641 0.029
C -1.325 3.215 -1.383 -0.241
N 2.547 -0.660 2.401 0.034
C 1.614 -1.004 6.130 -0.113
H -1.667 -3.123 1.546 0.112
O -1.083 0.489 -1.346 -0.384
C -4.995 0.622 -1.466 -0.083
C -0.474 -3.697 3.342 -0.023
C 3.602 -0.340 -3.626 -0.081
H 4.420 -1.057 3.257 0.105
N 2.259 -0.883 4.938 -0.030
N -0.297 -1.731 2.318 -0.029
H -4.904 0.630 -5.313 0.114
C -0.887 -1.318 -2.816 -0.216
N 3.570 -1.051 5.132 0.055
C -2.718 1.539 0.730 -0.263
C 2.987 -3.527 -2.093 -0.076
C 0.007 2.577 2.884 -0.125
H 0.061 -4.031 -3.868 0.079
H 5.249 -1.048 0.647 0.106
H 4.132 0.486 -4.097 0.103
C -1.840 4.351 -2.006 -0.081
C -3.811 1.004 -3.518 -0.104
H 2.935 -0.519 -0.733 0.060
C -4.929 0.622 -4.235 -0.062
C 2.098 -0.023 -3.635 -0.623
H 4.764 -1.445 6.784 0.111
C 3.865 -0.894 2.353 -0.026
H 0.976 -4.757 -0.914 0.104
H -3.600 3.502 3.353 0.122
C 1.503 -3.274 -2.380 -0.627
C -6.107 0.224 -2.185 -0.055
C 1.668 0.061 -5.111 -0.072
C 4.263 -0.884 1.030 -0.022
H -1.324 -2.302 -3.016 0.098
Si 1.047 -1.435 -2.791 1.222
H 2.398 -1.427 8.143 0.100
H 2.181 1.361 -1.937 0.071
C 0.441 2.865 4.173 -0.017
N 0.322 1.324 2.581 -0.023
H 0.807 -3.109 -0.302 0.062
C 0.666 -3.748 -1.177 -0.085
N -1.377 -0.904 -1.503 -0.125
H 1.640 4.528 -0.359 0.115
C -0.928 -2.900 2.296 -0.139
H 1.493 1.494 5.559 0.128
H 1.358 -5.138 -3.449 0.109
H 3.318 -3.045 -1.176 0.073
H -6.999 -0.089 -1.667 0.116
C 1.844 1.340 -2.971 -0.081
H -1.546 6.409 -2.500 0.116
H 1.083 -3.163 4.828 0.130
H -0.490 3.218 2.179 0.101
C 0.663 4.474 -0.817 -0.064
H -2.673 -0.635 0.822 0.086
H -0.783 -4.687 3.601 0.107
H -3.070 -0.731 3.239 0.112
C 3.096 -0.623 0.323 -0.160
C -3.027 0.230 2.749 -0.063
N 2.069 -0.497 1.156 -0.042
H 0.791 1.614 -2.994 0.068
H 2.398 2.101 -3.518 0.107
H 0.683 6.521 -1.447 0.116
H 3.618 -3.206 -2.916 0.076
H 1.686 -3.776 -4.502 0.089
H -5.031 0.624 -0.385 0.101
H -0.395 -3.783 -1.408 0.075
B 1.596 -0.624 3.613 -0.651
Si -2.345 1.649 -1.130 0.698
H 0.630 0.356 -5.235 0.083
C 1.031 1.701 4.616 -0.027
H 0.345 2.414 -0.265 0.072
C -3.328 1.380 3.458 -0.043
H -3.587 1.321 4.504 0.119
H 1.828 -0.884 -5.623 0.087
H -6.961 -0.045 -4.127 0.117
C -2.720 0.299 1.392 -0.191
H 4.020 -0.467 -2.630 0.073
C -6.082 0.237 -3.570 -0.047
N 0.553 -1.741 3.353 0.022
H -2.814 4.306 -2.471 0.108
C 0.472 -2.925 3.984 -0.031
H -1.253 -0.630 -3.591 0.086
C -3.827 1.025 -2.122 -0.243
C 0.129 5.595 -1.438 -0.054
C 2.552 -1.267 7.097 -0.038
H 3.131 -4.600 -1.975 0.101
C -3.023 2.681 1.466 -0.089
C 3.774 -1.283 6.407 -0.116
H -2.400 -0.996 -1.490 0.109
H 3.814 -1.234 -4.209 0.084
H 2.284 0.810 -5.605 0.108
C -0.064 3.298 -0.779 -0.134
H -2.915 1.305 -4.043 0.103


31
Properties=species:S:1:pos:R:3:lowdin_charge:R:1 method="wB97M-V/def2-TZVPD" de_lowest_kj_mol=0.0 energy_ha=-1250.96252 smiles="CN[P@](=O)(I)OC[C@@H]1C[NH2+]C[C@H](C)O1" molar_mass_g_mol=335.10 gap_ev=9.46 charge=+1 e_homo_ev=-12.6
H -2.775 -0.989 -0.916 0.184
N 3.862 1.333 -0.937 -0.165
C 5.063 1.072 -0.208 -0.216
H 5.116 0.036 0.289 0.069
H 0.465 2.310 0.516 0.102
C -1.162 0.729 1.199 -0.061
O -0.682 -0.463 -0.779 -0.163
H 5.964 1.231 -0.758 0.075
H -2.768 -2.285 1.087 0.129
C -1.088 -2.594 -1.395 -0.024
I 2.270 -1.483 0.284 0.701
H -2.927 0.026 0.941 0.133
C -1.918 -1.653 0.907 -0.040
H -1.811 -3.426 -1.239 0.101
H -1.212 -2.280 1.367 0.115
H -0.257 0.462 1.707 0.120
N -2.203 -0.305 1.481 0.102
O 2.282 1.631 1.384 -0.344
C 0.203 1.908 -0.482 -0.141
H -0.180 -2.903 -0.947 0.025
H 3.675 0.724 -1.719 0.075
P 2.490 0.901 0.097 0.214
C -0.933 0.860 -0.325 -0.249
H -1.881 1.262 -0.824 0.178
H -0.117 2.772 -1.124 0.154
H -2.388 -0.385 2.458 0.185
H -1.139 -2.364 -2.515 0.132
H -1.359 1.614 1.767 0.144
H 5.131 1.582 0.776 0.088
C -1.700 -1.406 -0.699 -0.344
O 1.380 1.271 -1.028 -0.280


105
Properties=species:S:1:pos:R:3:mulliken_spin:R:1 method="wB97M-V/def2-TZVPD" multiplicity=2 energy_ha=-7570.71331 molar_mass_g_mol=1068.18 gap_ev="8.29 / 6.24" e_homo_ev="-8.3 / -8.3"
H 4.421 1.365 1.577 0.002
C 1.288 -3.802 1.742 -0.025
H -4.299 -3.450 0.847 0.000
H 5.652 -1.840 0.063 0.001
C 1.373 0.568 -5.274 0.000
O -1.459 -1.923 -1.291 -0.004
H -3.516 1.864 -4.654 0.000
O 1.108 -2.377 1.553 -0.031
C 0.785 1.433 2.870 -0.051
C -2.134 -1.966 0.979 -0.005
H 4.949 -1.612 3.739 0.004
H 0.632 -5.259 3.203 -0.003
C 4.943 -0.721 1.769 0.033
Cl 3.876 -2.366 -4.226 0.000
C -4.012 1.142 -4.007 0.000
H -2.576 -1.648 -5.114 0.000
O -5.558 7.484 -0.033 0.000
N -5.690 6.282 0.082 0.000
C -4.497 5.440 -0.125 0.000
H -2.589 -2.951 4.027 -0.001
H -1.578 -0.172 -5.266 0.000
H -2.379 -3.568 -0.464 0.000
H -4.990 0.897 -4.428 0.000
O 3.611 -1.165 1.451 0.239
C 2.674 2.971 -2.215 0.000
Cl 3.234 -0.695 -6.786 0.000
H 2.444 2.725 2.348 -0.003
H 1.254 -4.205 -0.389 -0.009
C -3.513 3.286 -0.269 0.000
Cl 1.018 1.488 -6.689 0.000
Cl 2.981 2.001 -0.756 -0.003
H -1.017 -1.504 -3.198 0.000
C 4.932 0.709 2.278 -0.011
Sr 0.205 0.083 -0.254 -0.085
O -1.231 1.779 -0.568 -0.002
Ge 2.076 -1.140 2.397 0.753
H 2.889 4.004 -1.959 0.000
H 5.955 1.067 2.395 -0.001
C 0.715 0.788 -4.066 -0.003
H -3.428 -2.138 -0.696 0.000
Cl 2.257 -1.901 -1.598 0.006
H -4.619 -3.358 2.569 0.000
H -0.548 -3.989 2.855 -0.003
C -2.171 5.268 -0.553 0.000
H -4.142 1.573 -3.019 0.000
H 1.003 3.565 2.934 0.002
C 1.299 1.152 4.275 0.114
H -1.075 2.276 3.497 0.000
H -0.337 -4.074 0.353 -0.001
H -1.130 1.644 1.854 -0.004
H -3.231 7.141 -0.397 0.000
C -1.050 3.021 -0.730 -0.008
C 1.356 2.732 2.324 0.040
C -3.839 -3.527 1.827 0.000
H 0.992 1.966 4.933 0.001
C -2.545 -2.089 3.361 -0.007
H -1.554 -1.648 3.407 0.004
H 0.865 -3.639 3.861 0.009
H -1.202 5.704 -0.749 0.000
H 5.492 -2.697 2.449 0.000
H 6.551 -1.408 3.035 -0.001
O -3.396 -0.102 -1.640 0.000
H -3.573 2.206 -0.266 0.000
H 0.882 0.230 4.682 -0.037
C 0.932 0.073 -2.904 -0.003
H -5.613 3.628 0.102 0.000
N -2.805 -2.526 2.002 0.003
C -1.913 -1.710 -2.610 -0.001
O -6.749 5.718 0.282 0.000
C -2.891 -0.527 -2.667 0.000
H 3.321 -3.788 1.014 0.001
C -2.591 -0.558 -5.109 0.000
C 2.649 -1.158 -4.188 0.000
C 0.512 -4.195 2.991 -0.031
H 2.855 -5.257 1.890 -0.003
O 0.025 3.567 -0.996 -0.001
Cl 3.736 2.491 -3.538 0.000
H -3.284 -1.351 3.682 0.000
H 4.451 0.781 3.254 0.003
C 5.698 -0.823 0.448 0.020
H 6.746 -0.549 0.582 0.002
O -1.302 -1.087 1.152 0.017
H -3.211 -0.241 -5.947 0.000
C -3.285 6.065 -0.361 0.000
H 3.203 -3.779 2.777 -0.008
H 1.632 2.826 -2.480 0.000
C -4.643 4.064 -0.076 0.000
H -2.386 -2.617 -3.014 0.000
C -2.278 3.883 -0.502 0.001
H -3.443 -4.537 1.962 0.000
C -2.422 -2.471 -0.424 0.001
C 5.516 -1.670 2.810 -0.012
H 1.037 2.912 1.297 -0.010
C 2.757 -4.170 1.861 0.022
Cl -0.480 2.089 -4.029 0.000
C 1.910 -0.883 -3.046 0.009
C 0.676 -4.441 0.501 0.022
N -3.184 -0.044 -3.892 0.000
C 2.360 -0.415 -5.330 0.000
H -1.151 0.530 3.222 -0.006
H 0.638 -5.526 0.613 0.001
C -0.733 1.463 2.854 0.040
H 2.386 1.098 4.310 -0.018
H 5.258 -0.163 -0.292 -0.006
O 1.235 0.378 1.942 0.049


44
Properties=species:S:1:pos:R:3:lowdin_charge:R:1 method="wB97M-V/def2-TZVPD" energy_ha=-1294.44532 molar_mass_g_mol=363.35 gap_ev=8.89 e_homo_ev=-8.7
H -4.075 -1.946 -0.067 0.174
F 7.127 -1.197 -1.115 0.231
H 2.833 -1.686 0.066 0.143
C -2.097 -2.184 -0.693 -0.237
H -4.655 0.852 1.555 0.053
C -3.357 -0.484 0.919 -0.465
C 3.735 -1.009 0.117 -0.095
O -2.267 0.093 1.289 0.023
O -2.179 0.402 -1.998 -0.024
C 6.099 -1.015 -0.571 -0.328
C -0.145 -0.424 -0.177 -0.344
C -0.758 -1.403 -0.731 -0.194
H 7.144 0.532 0.674 0.049
H 4.962 -2.197 -1.478 0.096
N -0.157 -2.334 -1.332 0.163
H -5.293 0.137 0.388 0.101
H -5.229 -2.129 1.753 -0.010
O -0.945 -3.175 -2.100 0.028
H 0.005 1.710 -0.128 0.272
C 3.902 -0.246 1.045 -0.319
C -1.375 1.348 -1.453 -0.431
N 0.788 -0.694 0.728 0.204
O 1.522 0.569 0.941 -0.155
C -5.253 -1.213 2.074 -0.031
H -4.613 -1.315 3.079 0.138
H 2.293 -0.717 2.389 0.117
N -3.180 -1.337 -0.101 0.170
C -0.535 3.345 -2.351 -0.078
N -0.455 0.753 -0.775 0.184
H -0.667 2.832 -3.386 0.162
H 0.245 3.268 -1.727 0.054
H -6.247 -1.052 2.505 0.076
H 2.719 1.099 2.673 0.184
H -2.591 2.848 -1.916 0.124
C 6.195 0.260 0.523 0.063
N -2.086 -3.099 -1.373 0.108
H 5.044 1.243 2.099 0.170
C 2.587 0.172 1.774 -0.172
C -1.559 2.743 -1.591 -0.261
C -4.683 -0.016 1.182 -0.093
H -1.846 3.350 -0.506 0.211
C 5.045 0.472 1.109 -0.122
H -0.792 4.271 -2.542 0.037
C 4.795 -1.431 -0.769 0.023


14
Properties=species:S:1:pos:R:3:lowdin_charge:R:1 method="wB97M-V/def2-TZVPD" de_lowest_kj_mol=266.9 energy_ha=-726.23890 smiles="CN1CN=C[C@H]1Cl" molar_mass_g_mol=118.57 gap_ev=10.13 e_homo_ev=-9.4
N -0.531 -0.357 -0.558 -0.108
C 0.911 1.653 -0.107 -0.186
H -1.298 0.282 1.218 0.120
H -2.021 1.193 -0.180 0.086
H -0.331 -1.640 1.238 0.077
C -0.443 -1.611 0.143 -0.210
Cl 2.371 -0.622 0.161 0.639
H 0.291 -2.212 -0.323 0.042
H 1.664 2.381 -0.092 0.096
C -1.172 0.766 0.224 -0.196
H 1.156 0.143 -1.636 0.060
C 1.064 0.278 -0.618 -0.581
H -1.416 -2.150 0.176 0.092
N -0.246 1.895 0.354 0.069